i) {"formula": "C21H23N5S", "method": "wB97M-V/def2-TZVPD", "gap_ev": 8.36, "total_charge": 0, "species": ["S", "C", "N", "C", "C", "C", "C", "C", "C", "C", "N", "C", "C", "N", "C", "C", "N", "C", "C", "C", "C", "C", "C", "C", "C", "C", "N", "H", "H", "H", "H", "H", "H", "H", "H", "H", "H", "H", "H", "H", "H", "H", "H", "H", "H", "H", "H", "H", "H", "H"], "xyz": [[1.61, -1.21, -4.32], [1.02, 0.26, -3.60], [-0.14, 0.65, -4.01], [-0.67, 1.81, -3.49], [-1.85, 2.45, -3.90], [-2.44, 3.57, -3.29], [-1.82, 4.14, -2.19], [-0.65, 3.65, -1.79], [0.00, 2.49, -2.38], [1.21, 1.83, -1.82], [2.02, 2.27, -0.94], [3.14, 1.32, -0.78], [2.97, 0.94, 0.69], [1.80, 0.19, 1.18], [0.68, 1.00, 1.81], [-0.20, 0.08, 2.60], [-0.63, -1.13, 1.91], [-1.56, -2.10, 2.43], [-2.30, -2.95, 1.57], [-3.20, -3.95, 1.98], [-3.44, -4.08, 3.34], [-2.73, -3.24, 4.22], [-1.71, -2.32, 3.80], [0.54, -1.93, 1.34], [1.45, -1.06, 0.50], [3.03, 0.23, -1.91], [1.76, 0.78, -2.55], [0.76, -1.01, -5.43], [-2.28, 2.06, -4.77], [-3.37, 4.01, -3.54], [-2.20, 4.98, -1.58], [-0.15, 4.19, -0.95], [4.24, 1.83, -0.79], [3.05, 1.86, 1.41], [3.72, 0.20, 1.01], [1.09, 1.77, 2.51], [0.08, 1.60, 1.11], [-1.15, 0.68, 2.84], [0.29, -0.34, 3.43], [-1.95, -2.76, 0.62], [-3.62, -4.66, 1.32], [-3.92, -4.90, 3.77], [-2.96, -3.32, 5.29], [-1.00, -1.86, 4.54], [0.34, -2.84, 0.86], [1.18, -2.15, 2.16], [0.90, -0.93, -0.44], [2.39, -1.57, 0.22], [2.69, -0.79, -1.56], [3.97, 0.29, -2.44]]}


ii) {"formula": "C21H23N5S", "method": "wB97M-V/def2-TZVPD", "gap_ev": 8.49, "total_charge": 0, "species": ["C", "C", "C", "C", "N", "C", "N", "C", "C", "C", "C", "C", "C", "N", "C", "C", "C", "C", "N", "C", "C", "N", "C", "C", "C", "S", "C", "H", "H", "H", "H", "H", "H", "H", "H", "H", "H", "H", "H", "H", "H", "H", "H", "H", "H", "H", "H", "H", "H", "H"], "xyz": [[-3.47, -3.13, 2.21], [-2.28, -2.41, 1.74], [-1.05, -2.99, 1.49], [0.01, -2.21, 1.06], [1.26, -2.80, 0.79], [1.39, -3.50, -0.35], [0.36, -4.02, -0.96], [0.37, -4.18, -2.26], [1.60, -4.16, -2.90], [2.73, -3.63, -2.20], [4.00, -3.24, -2.90], [5.05, -4.23, -3.31], [4.42, -3.36, -4.39], [2.59, -3.18, -0.99], [-0.04, -0.84, 1.15], [-1.31, -0.16, 1.35], [-1.58, 1.34, 1.16], [-2.79, 1.90, 0.66], [-2.77, 3.24, 0.56], [-1.60, 3.85, 0.86], [-1.46, 5.41, 1.16], [-2.74, 6.13, 0.92], [-0.85, 5.85, 2.45], [0.13, 6.65, 1.61], [-0.44, 6.07, 0.38], [-0.43, 2.66, 1.24], [-2.42, -1.04, 1.53], [-4.27, -3.10, 1.46], [-3.22, -4.24, 2.43], [-3.87, -2.72, 3.13], [-0.98, -4.03, 1.39], [2.03, -2.10, 0.92], [-0.57, -4.50, -2.79], [1.61, -4.55, -3.88], [4.45, -2.41, -2.44], [4.94, -5.31, -3.39], [6.12, -4.07, -3.01], [3.76, -3.96, -5.11], [5.14, -2.58, -4.89], [0.93, -0.39, 0.83], [-3.65, 1.26, 0.40], [-3.32, 5.94, 1.76], [-3.24, 5.77, 0.11], [-1.34, 6.46, 3.19], [-0.31, 5.05, 2.96], [-0.10, 7.64, 1.87], [1.17, 6.31, 1.76], [-0.84, 6.76, -0.41], [0.30, 5.38, -0.15], [-3.41, -0.63, 1.76]]}


In terms of stability, i) leads; the second structure lies 9.8 kcal/mol higher.


i) {"formula": "C7H9N2O", "method": "wB97M-V/def2-TZVPD", "gap_ev": 8.75, "total_charge": 1, "species": ["C", "N", "C", "O", "C", "N", "C", "C", "C", "C", "H", "H", "H", "H", "H", "H", "H", "H", "H"], "xyz": [[-2.11, 0.44, -0.90], [-0.67, 0.24, -0.49], [-0.18, -0.87, 0.03], [-0.86, -2.00, 0.22], [0.03, -2.75, 0.97], [1.12, -2.20, 1.25], [1.12, -0.93, 0.68], [1.77, 0.24, 0.80], [1.15, 1.51, 0.31], [0.28, 1.22, -0.88], [-2.47, -0.45, -1.14], [-2.15, 1.26, -1.73], [-2.64, 0.98, -0.06], [-0.18, -3.72, 1.11], [2.62, 0.23, 1.40], [0.46, 1.86, 1.09], [1.93, 2.09, 0.11], [-0.25, 2.06, -1.19], [1.02, 0.79, -1.58]]}


ii) {"formula": "C7H9N2O", "method": "wB97M-V/def2-TZVPD", "gap_ev": [7.38, 7.39], "total_charge": 1, "species": ["O", "N", "C", "N", "C", "C", "C", "C", "C", "C", "H", "H", "H", "H", "H", "H", "H", "H", "H"], "xyz": [[-2.78, -1.92, -2.00], [-1.61, -1.82, -1.78], [-0.64, -2.76, -1.66], [0.52, -2.43, -1.14], [0.49, -0.97, -0.91], [1.02, -0.59, 0.54], [0.71, 0.93, 0.63], [-0.77, 1.17, 0.45], [-1.55, 0.44, -0.54], [-0.91, -0.57, -1.20], [-0.83, -3.72, -1.99], [1.16, -0.51, -1.66], [2.14, -0.86, 0.44], [0.40, -1.06, 1.32], [1.38, 1.52, -0.18], [0.95, 1.48, 1.56], [-0.74, 2.27, 0.52], [-1.34, 1.13, 1.44], [-2.60, 0.56, -0.52]]}


iii) {"formula": "C7H9N2O", "method": "wB97M-V/def2-TZVPD", "gap_ev": 10.16, "total_charge": 1, "species": ["C", "C", "C", "C", "C", "C", "N", "C", "N", "O", "H", "H", "H", "H", "H", "H", "H", "H", "H"], "xyz": [[0.95, 1.63, 0.51], [-0.13, 0.61, 0.46], [-1.36, 0.83, 1.10], [-2.30, -0.25, 1.08], [-2.08, -1.40, 0.26], [-0.84, -1.52, -0.32], [0.08, -0.54, -0.17], [1.52, -0.90, -0.80], [1.92, -0.09, -1.77], [2.09, -1.76, -0.26], [2.01, 1.11, 0.53], [0.87, 2.41, -0.32], [0.92, 2.28, 1.33], [-1.74, 1.73, 1.52], [-3.06, -0.02, 1.74], [-2.64, -2.24, 0.19], [-0.59, -2.35, -0.95], [1.40, 0.63, -2.29], [2.98, -0.16, -1.83]]}


In terms of stability, iii) leads; the second structure lies 41.4 kcal/mol higher.


i) {"formula": "C5H8N2O3", "method": "wB97M-V/def2-TZVPD", "gap_ev": 9.96, "total_charge": 0, "species": ["O", "C", "C", "C", "N", "C", "O", "N", "H", "H", "H", "H", "C", "O", "H", "H", "H", "H"], "xyz": [[-1.18, -1.83, -1.03], [-0.25, -1.05, -0.88], [1.16, -1.37, -0.71], [2.05, -0.33, -0.56], [1.72, 0.98, -0.71], [0.38, 1.39, -0.73], [0.02, 2.57, -0.69], [-0.46, 0.30, -0.93], [1.44, -2.40, -0.52], [3.14, -0.50, -0.42], [2.46, 1.75, -0.86], [-1.51, 0.50, -0.96], [-1.56, -0.13, 1.21], [-0.77, 0.71, 2.07], [-1.16, -0.38, 0.26], [-1.64, -1.20, 1.56], [-2.56, 0.38, 0.95], [-1.27, 0.61, 2.95]]}


ii) {"formula": "C5H8N2O3", "method": "wB97M-V/def2-TZVPD", "gap_ev": 10.81, "total_charge": 0, "species": ["O", "N", "O", "O", "H", "C", "C", "C", "C", "C", "N", "H", "H", "H", "H", "H", "H", "H"], "xyz": [[3.97, -1.27, 2.02], [3.21, -0.64, 1.32], [2.35, -0.97, 0.54], [3.36, 0.75, 1.49], [2.69, 1.20, 0.96], [-2.26, -1.40, 0.09], [-2.07, -0.33, -1.01], [-0.68, 0.24, -0.80], [-0.48, 1.55, -0.71], [0.84, 1.98, -0.44], [1.87, 2.42, -0.20], [-2.83, -2.33, -0.21], [-1.18, -1.73, 0.44], [-2.67, -0.89, 0.91], [-2.87, 0.38, -0.92], [-2.09, -0.74, -1.97], [0.08, -0.50, -0.49], [-1.25, 2.28, -1.01]]}


In terms of stability, i) leads; the second structure lies 66.3 kcal/mol higher.